{
  "formula": "C61H119N5O13",
  "method": "ωB97M-V/def2-TZVPD",
  "homo_energy_ev": [-9.3, -9.3],
  "relative_energy_kj_mol": 0.00,
  "gap_ev": [6.75, 2.83],
  "s_squared": 0.754,
  "total_charge": 1,
  "spin_multiplicity": 2,
  "species": ["C", "H", "C", "H", "C", "H", "H", "C", "H", "H", "C", "H", "C", "H", "H", "H", "H", "C", "H", "H", "H", "H", "H", "O", "C", "H", "H", "C", "C", "H", "C", "H", "C", "C", "O", "H", "C", "H", "O", "H", "H", "C", "C", "H", "H", "H", "H", "H", "H", "H", "C", "H", "H", "H", "H", "H", "C", "H", "H", "H", "H", "H", "H", "H", "H", "O", "H", "C", "H", "C", "N", "O", "H", "H", "C", "H", "H", "H", "C", "H", "H", "H", "H", "H", "H", "H", "H", "O", "H", "H", "H", "C", "H", "O", "H", "H", "H", "H", "H", "H", "C", "C", "H", "H", "C", "N", "C", "H", "O", "H", "H", "H", "N", "H", "H", "H", "H", "H", "H", "C", "H", "O", "H", "H", "C", "H", "C", "C", "H", "C", "H", "C", "O", "O", "C", "H", "H", "C", "H", "H", "H", "N", "H", "C", "H", "C", "H", "C", "C", "H", "C", "C", "C", "H", "C", "C", "C", "H", "O", "H", "H", "C", "H", "H", "O", "H", "C", "C", "N", "H", "C", "H", "H", "C", "H", "C", "C", "H", "C", "C", "C", "H", "H", "H", "C", "C", "C", "H", "H", "C", "H", "H", "H", "C", "H", "H", "C", "H"],
  "coordinates": [[2.68050, -1.63429, 3.76710], [-8.43586, 2.23696, -4.11957], [3.91150, -1.91147, -2.75885], [-4.75136, -4.42690, 2.85796], [1.83316, -1.62243, 5.94706], [-5.97240, -0.30278, -2.02363], [-4.23395, -0.53181, -2.36426], [3.20511, -3.11144, -3.15586], [5.31075, 1.00984, 0.67426], [-2.49248, -6.35350, -1.62597], [6.15517, 1.62259, -1.24949], [-5.60472, -0.14310, -4.34659], [0.14465, -4.16352, -0.65974], [-0.55481, -2.52769, -4.82824], [-0.77559, -6.50147, -1.77849], [-4.41587, -1.34328, 4.90115], [-0.34499, -4.83095, 5.00291], [-6.63997, 2.56422, -0.59802], [1.77615, -0.91042, -0.24845], [4.18970, -0.83364, -4.66866], [-2.71426, 1.80665, 5.32871], [-6.20126, -3.22053, 5.34324], [3.38940, 3.74424, 0.78146], [2.71789, -1.43995, 2.57120], [-2.23312, -4.23169, 3.96616], [3.14218, 0.01279, -3.40979], [-2.61172, -6.16736, -3.80234], [1.05016, 5.80849, -1.75706], [6.29264, 3.09878, -0.64150], [-0.01939, -1.09627, -1.95212], [-5.04635, 0.19319, -2.31438], [-3.77957, 4.01693, -1.83942], [1.30790, 5.52290, 2.40887], [2.30544, -1.56561, -4.53843], [2.44307, -2.92863, -4.22239], [2.55995, 7.42438, 0.91026], [-1.40764, -4.83849, 5.24543], [4.00770, 1.28321, -0.49734], [-4.52393, -3.64031, 3.35911], [7.50959, 4.15187, -2.02712], [-1.80007, -3.07519, -5.92489], [9.79267, 0.71200, -0.66555], [-5.98106, 2.42894, -5.26720], [1.27455, 5.81543, -2.82369], [-1.19477, -3.03378, 6.30709], [0.16100, 0.61573, -1.97320], [6.15262, 3.09576, 0.43947], [0.84495, 7.21393, 0.58370], [-2.74127, -6.21108, 3.18718], [8.57492, 2.55610, -3.32583], [7.60101, 3.77566, -1.00820], [-4.14036, -1.41279, 6.58771], [-1.76823, -6.06311, -5.29668], [4.81723, -1.96503, 4.31312], [-8.00823, 1.02126, -2.80204], [-1.13096, -2.31219, 4.25080], [-4.52713, 3.85797, -1.06225], [0.46257, -3.15581, -0.92719], [-0.04286, -4.29724, 0.40565], [-1.20982, -4.51333, 7.32618], [-3.43233, -4.93541, 7.02351], [3.76139, -3.33297, 4.14070], [-2.76765, -1.48868, 5.53759], [9.65528, 3.54634, -1.10372], [5.47188, 3.62954, -1.12394], [7.40547, -0.32085, -1.62733], [-0.64357, -3.29736, 2.94891], [-1.79749, -4.21416, -4.02019], [-5.07232, 4.79900, -0.98931], [-3.15204, -3.91655, 6.75622], [7.48658, 0.94061, -1.12408], [0.91335, 3.12663, 0.89240], [-0.84240, 3.04926, -0.99367], [-1.65459, -5.89608, 5.33824], [-1.08930, 1.89764, 3.94791], [-3.64057, -3.04026, -4.30723], [-6.53698, 3.35861, -5.38873], [-2.58620, -4.96920, 1.97169], [-1.04323, -3.41981, -5.22023], [-2.25717, 2.73084, 1.50320], [9.59243, 0.46498, 0.37703], [4.97677, -2.13574, -2.81371], [1.28892, 0.72230, 0.06579], [-2.60206, 0.47038, 4.14619], [5.64256, 0.73712, -3.29741], [2.45937, -1.57851, -5.61742], [-3.80165, 3.24845, 3.88153], [-0.10980, 1.33676, 4.41837], [-7.41367, 1.90080, -0.98451], [-4.18177, -2.86016, -1.83690], [-2.18940, -2.50449, 2.72541], [2.04661, 6.70978, -1.08451], [8.79138, 2.72818, 0.40321], [1.57208, -1.38204, 4.59055], [-1.41762, -6.34030, -0.20512], [4.75579, 2.09177, -2.87648], [-4.05820, 1.96667, 2.76332], [-6.22868, 1.70570, -6.04420], [-7.43433, 3.60833, -3.09101], [2.05141, 3.54741, -2.70165], [8.84708, 2.96558, -0.65917], [1.82736, 6.76082, 0.45079], [3.06932, 6.39248, -1.28816], [7.55404, -0.89243, -0.87049], [-1.55258, -5.97579, -1.22346], [0.92949, 4.40059, 0.36212], [-5.23887, 0.68750, -3.74298], [-0.12210, -1.79673, 0.96089], [-2.44550, -0.00812, 1.14129], [-3.44474, -5.38387, -5.09954], [3.06273, 3.94667, -1.42593], [-4.09969, 3.60143, -0.09293], [-0.79463, -4.37672, -2.98092], [-7.93973, 0.73216, -4.46490], [3.37770, -2.86505, 6.68416], [-2.50311, -2.27448, -3.45510], [-1.16031, -5.69561, 2.65265], [0.82139, -4.89821, -1.09603], [-2.01296, -2.65907, -0.81070], [9.08405, 1.69754, -2.88791], [3.87230, 5.24704, 0.08255], [0.27976, -5.03449, -3.38905], [1.59775, 6.48749, 2.82558], [0.10177, -0.33102, 2.00545], [-4.00527, -3.37823, 5.61418], [0.12034, 6.37704, -1.73998], [5.02876, 0.92189, -0.37496], [0.89801, -0.28057, -0.10608], [-4.93494, 2.68116, -5.44075], [-0.04849, -0.21961, -1.30504], [0.14026, 3.04790, 1.45608], [-5.42947, 2.69156, -1.49693], [3.28872, -4.28721, -2.75225], [-1.05646, 2.89578, 2.97826], [3.30221, -2.02868, 5.98926], [1.92394, 7.74351, -1.40771], [1.54711, -0.83189, 6.64084], [-7.72148, 1.51001, -3.73317], [3.84426, -1.52114, -1.74337], [-0.30173, 3.15256, -2.58680], [-1.26043, 4.50472, -1.83413], [-5.78105, 2.94770, -2.85910], [-3.53394, 1.55663, -1.55217], [-2.45633, -5.50974, -4.65761], [-4.51188, 1.01602, -0.32458], [3.46485, 4.81056, 0.99446], [7.51904, 4.64930, -0.36155], [-3.27676, 2.46140, 3.34011], [-2.89837, -3.28606, -3.54774], [-5.61454, -4.75198, 5.78494], [-6.19015, 1.91707, -3.81586], [-2.15755, -5.33495, 2.90474], [-2.29693, -3.64520, -1.17813], [8.78592, 0.81878, -3.45974], [-0.07373, -0.70844, 0.99805], [-1.38944, -0.14726, 0.51728], [0.88868, 4.38458, -1.09454], [-4.27178, 0.92887, -4.18409], [-1.31266, 0.13409, -0.80835], [10.80646, 1.04567, -0.88687], [-5.65936, -3.54392, 7.05610], [-4.58471, 1.33635, -1.36390], [-3.24541, -3.32110, 7.66442], [-3.99995, -4.53633, -2.06421], [-6.58303, 4.03832, -2.98148], [1.34448, -1.10465, -4.31003], [2.06344, 3.55298, -1.61173], [-2.34846, 3.17087, 2.49624], [-3.65621, -3.99324, 4.32891], [-2.77825, -4.01588, -0.27313], [-1.64005, -4.01746, 6.45605], [3.93670, -1.32745, 6.53129], [1.00520, -4.40577, -3.38289], [8.77634, 1.56188, -1.40118], [10.15432, 1.84223, -3.03519], [3.80022, -2.30664, 4.50570], [-3.79397, -1.83931, 5.64633], [-6.20214, 2.20032, 0.33149], [-2.52432, 1.54847, 4.28690], [-5.46518, -3.69268, 5.99391], [-1.12615, -4.52464, -1.52560], [1.50966, 4.79443, 3.19419], [0.21902, 5.48858, 2.44433], [10.06023, -0.29572, -0.98339], [1.94119, 5.29133, 1.06299], [5.75441, 1.67341, -2.75064], [3.50006, -0.92723, -3.82977], [-0.38037, -4.04982, -5.81337], [1.30476, -2.45460, 6.41224], [-3.45104, -3.59992, -2.16383], [4.87749, -0.12893, -0.62192], [-2.54129, 4.24133, 2.42534], [6.36407, 2.38727, -3.30455], [-0.45820, 3.77771, -1.70771], [-7.03967, 3.54913, -0.35659], [1.98972, 2.51674, -1.28177], [-1.53740, -2.95766, 3.47215], [4.03978, 5.12136, 1.86679]],
  "atomic_forces_ev_per_a": [[0.2, 0.3, -1.5], [0.1, 0.6, 0.7], [1.6, 1.4, 0.1], [0.2, -0.5, -0.7], [1.1, -0.7, 0.9], [0.0, 0.0, 0.5], [-0.1, -0.4, 0.3], [-0.3, -5.6, 1.2], [-0.1, -0.1, 0.0], [-0.2, 0.6, 0.1], [0.0, 0.5, 0.1], [-0.4, 0.1, -0.1], [-1.3, -0.9, -2.1], [0.2, -0.2, 0.1], [0.0, -0.7, 0.0], [0.1, -0.1, -0.3], [0.0, 0.2, -0.5], [0.4, 0.5, 0.9], [-0.3, -0.3, 0.1], [0.7, 0.6, 0.8], [0.1, -0.2, 0.0], [0.1, 0.5, 0.3], [0.6, -0.1, 0.7], [-1.1, 0.2, 1.6], [2.1, -2.3, 1.2], [0.7, 0.3, -0.2], [-0.2, -0.3, 0.0], [-0.6, 0.5, 0.9], [-0.1, -2.0, -1.6], [-0.6, -0.5, 0.3], [0.6, 0.7, 0.0], [0.3, -0.2, 0.3], [0.2, -0.5, 2.3], [0.7, 0.2, -1.0], [-1.5, -0.3, 0.1], [0.1, -0.2, 0.2], [-0.9, 0.4, -1.8], [0.2, 0.9, -0.2], [0.3, 0.0, 0.9], [0.5, -0.2, -0.2], [-0.2, 0.0, 0.0], [1.8, -1.5, -0.5], [0.2, 0.9, 0.5], [0.1, -0.9, -0.1], [0.1, 0.0, 0.3], [0.6, 0.0, -0.1], [-0.1, -0.2, 0.0], [-0.2, -0.3, 0.4], [0.0, -0.1, 0.2], [0.0, 0.0, 0.0], [-1.1, 0.5, 0.9], [-0.1, -0.6, 0.2], [-0.1, 0.3, -0.2], [-0.4, 0.4, -0.2], [-0.2, 0.6, 0.2], [-0.6, 0.2, -0.1], [-0.4, -0.2, 0.0], [0.1, 0.0, 0.2], [0.1, 0.0, -0.1], [0.3, 0.3, 0.0], [-0.4, -0.1, -0.1], [-0.1, -0.3, 0.5], [0.0, -0.4, -0.2], [0.7, -0.4, 0.9], [-0.2, 0.3, 0.4], [-0.1, -1.7, -1.0], [0.0, -0.2, -0.1], [0.3, 0.8, -2.8], [-0.2, -0.1, 0.1], [1.7, -1.0, 0.0], [-1.8, 2.0, 2.2], [0.9, -1.2, -0.3], [-0.1, -0.1, 0.3], [-0.3, 0.0, 0.3], [1.6, -0.7, 0.5], [-0.3, -1.0, -0.2], [-0.1, -0.1, -0.3], [0.0, 0.0, -0.3], [-1.3, -0.8, 0.7], [-0.8, 0.4, -0.4], [0.0, 1.1, 0.3], [0.1, -0.1, -0.2], [-0.1, 0.1, 0.3], [-0.3, 0.1, -0.2], [0.8, -0.2, 0.4], [-0.4, 0.6, 0.0], [-0.2, -0.3, 0.5], [-1.5, 1.5, -1.2], [0.1, 0.0, 0.2], [0.1, 0.3, -0.1], [0.2, 0.7, 0.2], [0.6, 0.5, 1.3], [0.7, 0.5, 0.1], [0.2, 0.1, -1.7], [-0.2, 0.4, 0.3], [-0.4, 0.2, 0.4], [0.1, -0.2, -0.1], [-0.4, -0.1, 0.3], [-1.0, 0.7, 0.2], [-0.3, -0.2, -0.2], [-2.0, -0.9, -2.0], [0.3, -1.6, -1.7], [0.1, 0.2, -0.2], [0.0, -0.2, 0.0], [1.7, -0.9, -0.7], [-0.6, 2.8, -0.3], [-0.4, 0.3, 0.9], [-0.3, -0.1, 0.4], [2.1, -0.1, -0.9], [0.3, 0.4, -0.3], [-0.2, 0.0, 0.6], [0.3, 0.2, 0.0], [-2.8, 2.6, 2.0], [0.6, -0.3, -0.2], [0.1, -0.5, -0.4], [0.7, 0.2, 0.3], [0.1, 0.4, 0.4], [0.8, 0.2, 0.8], [0.3, 0.5, -0.7], [0.2, 0.1, -0.2], [0.3, 0.1, 0.3], [2.0, -2.2, -0.6], [0.2, 0.0, 0.0], [0.3, -0.3, 0.0], [-0.5, 1.0, 2.0], [-0.5, -0.3, 0.3], [1.0, -0.3, -0.6], [0.0, 0.6, 0.0], [0.1, 0.1, 0.2], [1.5, 1.1, -1.2], [-0.1, 0.3, 0.3], [0.7, -1.3, 0.5], [0.1, 3.0, -0.1], [1.8, -0.9, 2.3], [1.5, -0.9, 0.8], [0.2, 0.0, -0.5], [0.3, 0.8, -0.7], [0.7, -1.0, -0.4], [-0.7, -0.4, 0.0], [0.2, 0.6, -0.3], [0.3, 0.1, -0.2], [2.2, -1.9, -1.9], [0.1, 0.1, -0.6], [0.9, -0.2, 1.8], [-0.6, 0.0, 0.1], [-2.3, 0.3, -0.6], [0.7, 0.5, -0.2], [-3.4, -0.5, 1.4], [-0.3, 1.2, 0.6], [0.0, -0.3, 0.3], [-0.1, -1.0, -1.4], [-1.1, 0.2, -0.7], [-1.0, 0.8, 1.1], [0.0, -0.1, 0.2], [0.2, 0.4, -0.2], [-2.1, -0.3, 0.3], [0.4, 0.0, -2.3], [0.1, 0.4, 0.1], [-1.2, -0.6, 1.3], [0.1, 1.1, 0.9], [0.1, 0.3, -0.2], [-0.4, 0.6, -1.0], [-0.5, 0.2, -0.3], [0.1, -0.3, -0.5], [-1.0, 1.1, -0.1], [-0.2, -0.5, 0.3], [0.2, -0.4, -1.2], [1.4, 0.1, -2.7], [0.7, 1.4, 0.5], [0.3, -0.5, 0.4], [-0.9, 0.1, 0.7], [0.0, 0.6, -0.6], [0.5, 0.0, -0.2], [0.0, 0.4, 0.8], [0.1, 0.0, 0.0], [-1.3, 0.5, 2.3], [-0.3, 0.7, -0.8], [-0.6, -0.3, 0.3], [0.7, 0.7, -0.4], [-0.1, -0.8, -1.2], [-0.7, -0.3, 0.1], [0.7, -0.3, -0.1], [-0.1, 0.3, -0.9], [-1.2, -0.5, -1.1], [-0.9, 1.3, -0.8], [-0.9, 0.8, 0.2], [-1.0, 1.0, -0.7], [0.2, 0.0, 0.4], [-0.7, -0.5, -0.9], [0.1, -0.1, -0.2], [0.6, -0.2, 0.0], [0.3, 0.0, 0.0], [0.4, -0.3, 0.0], [0.7, -0.4, 1.8], [-0.3, 0.0, -0.2], [0.2, 0.0, 0.2], [-0.1, -0.3, -0.4], [-0.1, -0.3, 0.0]]
}